Record 1
Here is a molecular structure, C6H8AlLiO6 in a non-equilibrium geometry from the OMol25 dataset. Energies are from ωB97M-V/def2-TZVPD.

Element x y z (Å)
O -0.39377 0.58482 2.16084
C 0.41444 -0.23442 1.45283
C -1.68070 -0.05384 2.23527
O 0.08857 -0.29036 0.07989
O -0.00034 -1.70524 2.04387
C -1.34172 -1.53731 2.45322
H -2.22944 0.10053 1.29632
H -2.22227 0.38844 3.07871
H -2.01238 -2.16379 1.84355
H -1.42551 -1.81098 3.51590
O 1.24812 1.43324 -0.90847
C 1.16509 0.05272 -0.77154
C 0.24827 1.81359 -1.83969
O 2.33103 -0.49584 -0.42836
O 0.79735 -0.42549 -2.06277
C 0.26825 0.65275 -2.83971
H 0.52978 2.77257 -2.28430
H -0.72716 1.90774 -1.34101
H 0.94257 0.84150 -3.68490
H -0.72896 0.38716 -3.20806
Al 2.17114 -0.84440 1.30144
Li 2.55764 -1.37339 -2.09301

Forces on the atoms, in the same order (eV/Å):
O 2.1 -0.1 -1.1
C -5.4 -1.0 2.2
C -0.6 -0.3 0.2
O 1.1 -0.2 0.9
O 2.5 2.2 -1.7
C -1.3 -0.4 0.5
H 0.2 0.1 0.2
H 0.2 0.0 -0.3
H 0.3 0.1 0.3
H 0.1 0.0 -0.4
O 1.0 -1.1 1.0
C -2.9 2.8 -3.1
C -0.7 0.3 -0.5
O 1.9 -1.5 1.7
O 0.9 -1.0 1.2
C -0.4 0.8 -0.7
H 0.0 -0.3 0.2
H 0.3 0.0 -0.1
H -0.2 -0.1 0.2
H 0.3 0.0 0.1
Al 0.6 -0.1 -0.1
Li -0.1 -0.1 -0.8

* highest occupied orbital energy: -17.64 eV
* total charge: +2

=====

Record 2
Here is a molecular structure, C16H37MgO11S4 in a non-equilibrium geometry from the OMol25 dataset. Energies are from ωB97M-V/def2-TZVPD.

Element x y z (Å)
Mg -0.84840 -0.68704 -0.68343
O 0.21216 0.50609 0.24534
H 0.58858 0.91043 1.05116
C 3.77586 0.70897 -0.13101
C 4.58056 1.44627 -1.26721
C 4.81226 2.84200 -0.86609
O 6.23575 3.07012 -0.94493
C 6.90926 1.81032 -1.44747
O 8.04572 1.69300 -1.80523
O 5.89476 0.87639 -1.46083
H 3.85504 -0.36760 -0.28211
H 2.73037 0.95427 0.05574
H 4.44562 0.91424 0.70409
H 4.01816 1.19591 -2.16672
H 4.56190 3.04315 0.17553
H 4.29086 3.54069 -1.52037
C -0.56409 3.86783 4.07014
C -1.91975 3.33908 3.60238
C -1.91131 1.86962 3.35702
O -3.27189 1.50262 3.38103
C -3.93514 2.48873 4.05016
O -5.10893 2.45595 4.19517
O -3.03866 3.46359 4.49982
H -0.37834 4.92731 3.89380
H 0.29313 3.40206 3.58400
H -0.24873 3.75428 5.10733
H -2.06422 3.87589 2.66480
H -1.61587 1.30650 4.24230
H -1.27144 1.66372 2.49896
C 0.99902 2.03997 -3.19022
S 0.40596 0.35429 -3.48284
O -0.73897 0.18222 -2.46907
C -0.21732 0.34779 -5.25315
H 1.45723 2.51131 -4.05969
H 1.64593 2.11423 -2.31609
H 0.17361 2.71062 -2.95142
H -0.14777 -0.63468 -5.72007
H 0.54515 0.89726 -5.80527
H -1.19261 0.82191 -5.36325
C -0.07626 -2.08072 2.87843
S -1.69978 -1.98734 2.10392
O -1.47657 -2.07478 0.57734
C -2.38270 -3.63419 2.35480
H -0.10426 -2.73577 3.74919
H 0.34134 -1.12907 3.20718
H 0.62360 -2.67855 2.29456
H -2.00529 -4.41849 1.69865
H -3.45982 -3.61843 2.18851
H -2.33043 -3.77627 3.43424
C -4.95032 0.85772 -1.59279
S -4.12096 0.03681 -0.16283
O -2.60625 -0.10341 -0.40024
C -4.85030 -1.59431 -0.48036
H -4.91994 0.36868 -2.56645
H -4.44246 1.81002 -1.74542
H -5.90770 1.20072 -1.20052
H -4.89517 -1.80825 -1.54822
H -5.91923 -1.47372 -0.30444
H -4.20809 -2.34570 -0.02091
C 0.59027 -4.94990 -1.39748
S 1.37788 -3.23575 -1.64509
O 0.83385 -2.12066 -0.77840
C 3.10787 -3.54963 -1.29115
H -0.43697 -4.70004 -1.13206
H 1.06122 -5.53189 -0.60527
H 0.40232 -5.54974 -2.28797
H 3.53746 -4.31800 -1.93392
H 3.22883 -3.95398 -0.28618
H 3.68430 -2.62456 -1.29955

Forces on the atoms, in the same order (eV/Å):
Mg 1.6 0.0 0.4
O 0.9 1.0 1.4
H -0.5 -0.6 -1.0
C 2.4 -0.4 -0.3
C -1.5 -2.5 0.7
C 1.2 1.8 0.0
O 1.6 -2.4 -1.5
C -1.8 1.8 0.3
O -2.4 0.3 1.1
O 1.0 0.2 0.1
H -0.2 -0.1 -0.2
H 0.1 0.4 -0.4
H -0.6 -0.1 0.7
H 0.3 0.8 -0.5
H -0.3 -0.1 -0.1
H 0.1 0.2 0.1
C 0.9 0.5 0.9
C 1.5 0.3 0.4
C 1.0 -0.5 1.2
O -0.9 0.7 -1.2
C 0.2 0.1 0.0
O 0.1 0.4 0.5
O -0.8 -0.5 -1.0
H -0.6 0.1 -0.2
H -0.4 -0.4 -0.7
H -0.9 -0.4 0.4
H -0.8 0.0 -0.1
H 1.4 0.3 0.1
H -0.8 -0.7 -0.4
C -0.8 1.0 -0.4
S 0.1 -0.6 0.4
O 0.4 0.0 -1.8
C 0.6 0.8 0.7
H 0.3 -0.5 -0.1
H 0.1 -0.7 -0.1
H -0.5 -0.3 0.0
H -0.4 -0.3 0.8
H 0.0 0.4 0.1
H 0.1 -0.1 0.1
C 0.5 -1.4 0.6
S 0.2 -0.5 -2.1
O -0.1 -0.6 1.7
C -0.6 0.3 1.1
H -0.7 0.3 0.5
H -0.3 0.1 -0.5
H -0.1 0.6 -0.8
H 0.7 0.3 0.3
H 0.0 0.5 -0.3
H 0.4 -0.7 0.0
C 1.0 1.0 0.6
S 1.2 -0.3 -1.2
O -3.8 1.1 -0.3
C 0.1 0.6 -1.2
H -0.3 -0.5 0.4
H 0.4 0.0 0.2
H -0.4 -0.6 -0.3
H 0.7 0.2 -0.2
H 0.1 -0.5 1.1
H -0.7 0.0 0.5
C -0.3 1.1 1.0
S -0.5 -0.4 -2.6
O 0.4 -1.3 0.2
C 0.1 -0.4 1.6
H 0.0 0.2 0.5
H 0.0 0.1 0.0
H 1.0 0.4 -0.4
H -0.4 0.3 -0.5
H -0.2 0.0 0.2
H -0.3 0.0 -0.4

* highest occupied orbital energy: -11.16 eV
* total charge: +1

=====

Going through the records in order, we get Kohn-Sham gap values of 5.8128, 9.0180 eV.
Going through the records in order, we get relative energy (zero: lowest compared OMol25 entry of this formula, charge and spin) values of 136.93, 357.71 kJ/mol.
Going through the records in order, we get DFT total energy values of -25420.2575, -88493.0460 eV.